C18H24AuN4O2S4 as an isolated structure, computed with ωB97M-V/def2-TZVPD.

Last column: natural (NBO) charge in e.
Cartesian coordinates (Å):
Au -0.337 -1.477 0.936  1.25
N -0.808 -0.620 4.404  -0.70
C -0.839 -1.893 4.101  0.33
N -0.771 -2.369 2.860  -0.61
C -0.787 -3.741 2.838  0.16
C -0.905 -4.330 4.100  -0.29
S -0.974 -3.165 5.315  0.62
C -0.683 -4.383 1.584  0.11
C -0.726 -5.746 1.322  -0.29
S -0.619 -6.052 -0.334  0.61
C -0.507 -4.324 -0.646  0.32
N -0.554 -3.594 0.456  -0.60
N -0.384 -3.840 -1.863  -0.71
H -0.635 0.050 3.650  0.46
H -0.826 -0.301 5.361  0.45
H -0.939 -5.387 4.341  0.29
H -0.823 -6.558 2.033  0.29
H -0.344 -4.442 -2.672  0.45
H -0.329 -2.840 -2.014  0.44
C 2.699 5.260 -3.171  -0.65
C 2.527 3.913 -2.511  0.06
C 3.219 3.610 -1.341  -0.18
C 3.062 2.385 -0.712  -0.21
C 2.209 1.449 -1.285  -0.26
C 1.504 1.717 -2.447  -0.23
C 1.669 2.954 -3.047  -0.19
S 2.092 -0.101 -0.489  1.24
C 3.090 -1.086 -1.576  -0.81
O 0.630 -0.625 -0.753  -1.02
H 2.315 6.050 -2.527  0.25
H 2.186 5.318 -4.128  0.24
H 3.753 5.479 -3.328  0.25
H 3.894 4.345 -0.917  0.25
H 3.601 2.165 0.205  0.24
H 0.849 0.970 -2.888  0.23
H 1.131 3.180 -3.962  0.24
H 2.662 -1.042 -2.578  0.26
H 3.122 -2.105 -1.188  0.25
H 4.091 -0.651 -1.562  0.28
O -0.586 0.514 1.759  -1.04
S -1.545 1.733 1.510  1.23
C -3.254 1.115 1.494  -0.59
C -3.724 1.091 0.037  -0.41
C -3.009 2.260 -0.637  -0.42
C -1.538 2.109 -0.253  -0.59
H -3.830 1.819 2.100  0.27
H -3.249 0.148 2.003  0.25
H -4.807 1.185 -0.021  0.27
H -3.446 0.147 -0.439  0.21
H -3.405 3.208 -0.265  0.24
H -3.127 2.263 -1.719  0.26
H -0.923 2.991 -0.416  0.27
H -1.072 1.240 -0.718  0.25

<S²>: 2.039
2S+1: 3
molar mass: 653.7 g mol⁻¹
HOMO energy (spin up / spin down): -16.40 / -16.42 eV
charge: +3
E_LUMO (spin up / spin down): -0.3450 / -0.4443 Eh
energy above the lowest of the compared OMol25 structures with the same formula, charge and spin: 0.0 kcal/mol
electronic energy: -2797.252778 hartree

---

C18H24BF8K2N3O8V as an isolated structure in a non-equilibrium geometry, computed with ωB97M-V/def2-TZVPD.

Last column: natural (NBO) charge in e.
Cartesian coordinates (Å):
C -2.103 3.854 -1.620  -0.63
C -1.352 2.398 -1.526  -0.23
N -2.041 1.413 -0.557  -0.47
C -0.862 0.885 0.281  -0.27
C -1.299 -0.194 1.431  -0.31
N -0.469 -1.501 1.398  -0.10
C 1.007 -1.248 1.378  0.05
C 1.973 -2.614 1.349  0.12
C 3.611 -2.528 1.274  -0.48
C 3.954 -1.662 -0.115  -0.39
C 3.458 -2.492 -1.479  -0.48
C 4.558 -2.281 -2.678  0.64
F 4.815 -0.816 -2.944  -0.36
F 5.822 -2.933 -2.229  -0.28
C 4.133 -2.927 -4.128  0.93
F 4.311 -1.959 -5.274  -0.32
F 5.088 -4.056 -4.422  -0.30
F 2.772 -3.512 -4.175  -0.33
C 1.071 -3.984 1.403  -0.24
C -0.556 -3.934 1.454  -0.03
N -1.234 -2.616 1.432  -0.11
C -2.605 0.345 -1.463  0.68
C -1.971 -1.130 -1.777  -0.75
O -3.759 0.661 -2.112  -0.55
H -2.974 3.914 -2.403  0.25
H -2.427 4.179 -0.531  0.20
H -1.288 4.646 -1.987  0.21
H -0.234 2.614 -1.174  0.20
H -1.230 1.851 -2.580  0.22
H -0.073 0.507 -0.495  0.20
H -0.458 1.846 0.863  0.25
H -1.073 0.273 2.500  0.27
H -2.464 -0.422 1.422  0.36
H 1.486 -0.155 1.379  0.32
H 3.963 -1.833 2.166  0.27
H 4.153 -3.571 1.267  0.29
H 5.077 -1.339 -0.158  0.31
H 3.302 -0.662 -0.126  0.20
H 2.421 -2.094 -1.890  0.23
H 3.310 -3.599 -1.129  0.26
H 1.593 -5.046 1.425  0.24
H -1.148 -4.967 1.490  0.17
H -0.847 -1.270 -1.488  0.20
H -2.629 -1.916 -1.172  0.26
H -2.030 -1.332 -2.952  0.28
B -4.837 5.002 3.110  1.27
O -4.718 3.617 3.577  -0.62
C -3.503 3.180 3.218  0.65
O -3.081 2.060 3.456  -0.52
C -2.797 4.222 2.524  0.68
O -1.668 4.146 2.067  -0.63
O -3.567 5.317 2.446  -0.72
F -5.046 5.895 4.239  -0.54
F -5.938 5.120 2.167  -0.54
C -5.333 0.902 1.500  -0.26
O -4.115 0.395 1.387  -0.56
H -6.090 0.566 0.772  0.21
H -5.869 0.724 2.448  0.21
H -5.435 1.997 1.411  0.14
O 9.102 1.231 -3.307  -0.87
V 7.842 1.090 -2.092  1.80
O 6.581 0.948 -0.876  -0.97
K -0.504 -6.589 2.441  1.00
F 6.104 -4.941 -1.412  -0.65
K -1.881 6.327 1.595  0.97

2S+1: 1
molar mass: 702.3 g mol⁻¹
HOMO energy: -8.75 eV
charge: +1
E_LUMO: -0.2798 Eh
electronic energy: -4433.091640 hartree

---

Which of these has the lowest 2S+1?
C18H24BF8K2N3O8V